The following is a DFT calculation (ωB97M-V/def2-TZVPD) of a single C4H14N4 molecule.

Structure (XYZ):
```
22
C4H14N4 | OMol25 | ωB97M-V/def2-TZVPD
C 1.455 0.558 0.542
C 0.603 -0.710 0.570
C 1.119 -1.736 -0.446
N -0.848 -0.514 0.336
C -1.650 -0.874 1.486
N -1.350 0.705 -0.150
N -1.048 1.001 -1.520
N -0.379 2.253 -1.603
H 1.003 1.351 1.135
H 1.603 0.918 -0.473
H 2.434 0.340 0.962
H 0.707 -1.150 1.570
H 2.150 -2.000 -0.225
H 0.507 -2.632 -0.405
H 1.073 -1.340 -1.459
H -2.692 -0.727 1.224
H -1.490 -1.928 1.720
H -1.418 -0.268 2.375
H -1.049 1.529 0.391
H -0.519 0.220 -1.905
H -0.832 2.802 -2.339
H 0.620 2.201 -1.787
```

## Properties
Net charge = 0
Highest occupied orbital energy = -7.6 eV
Orbital gap = 8.61 eV
Lowest unoccupied orbital energy = 1.00 eV
Strongest force on any atom = 1.10 eV/Å
ΔE to the lowest compared entry with this formula, charge and spin = 81.2 kcal/mol
SMILES = CC(C)N(C)NNN

These are the Löwdin partial charges, in e, on atoms 1 to 5: number 1, C, carries -0.063; number 2, C, carries -0.416; number 3, C, carries -0.065; number 4, N, carries -0.225; number 5, C, carries -0.099


The following is a DFT calculation (ωB97M-V/def2-TZVPD) of a gas-phase ion, CH7N6 (charge +1).

Structure (XYZ):
```
14
CH7N6 | OMol25 | ωB97M-V/def2-TZVPD
N 0.421 0.270 -1.571
N -0.022 -0.971 -1.100
C -0.624 -0.813 0.157
N -1.412 0.394 0.431
N -0.709 1.230 1.067
N 0.447 0.725 1.550
N 0.576 -0.561 1.097
H 0.218 0.331 -2.560
H 1.433 0.258 -1.519
H -0.545 -1.649 -1.601
H -0.968 -1.848 0.442
H -1.211 2.089 1.329
H 1.049 1.516 1.675
H 1.347 -0.971 0.603
```

## Properties
Net charge = +1
Highest occupied orbital energy (spin up / spin down) = -13.6 / -13.6 eV
Orbital gap (spin up / spin down) = 8.48 / 8.48 eV
Lowest unoccupied orbital energy (spin up / spin down) = -5.15 / -5.16 eV
Strongest force on any atom = 4.00 eV/Å
ΔE to the lowest compared entry with this formula, charge and spin = 124.8 kcal/mol
SMILES = NN[C@@H]1N=[NH+]NN1

These are the Löwdin partial charges, in e, on atoms 1 to 5: number 1, N, carries 0.039; number 2, N, carries -0.083; number 3, C, carries -0.316; number 4, N, carries 0.163; number 5, N, carries 0.052


The following is a DFT calculation (ωB97M-V/def2-TZVPD) of 10 unconnected molecules or ions with the total composition C27H40BF3N11O4S.

Structure (XYZ):
```
87
C27H40BF3N11O4S | OMol25 | ωB97M-V/def2-TZVPD
O 5.994 -4.596 -0.048
N 4.928 -5.142 -0.005
O 4.141 -4.770 -1.063
B 3.499 -3.465 -0.750
C 1.858 -3.708 -0.666
C 1.193 -4.161 -2.062
C -0.318 -3.591 -2.159
C -0.443 -2.192 -2.938
N -0.314 -0.999 -2.036
C -0.584 -0.847 -0.624
C -0.229 0.593 -0.188
C 0.248 1.294 -1.499
C 0.165 0.240 -2.660
S 3.999 -2.016 -1.844
O 4.146 -0.803 -0.916
O 2.955 -1.603 -2.876
C 5.634 -2.181 -2.733
F 5.432 -1.673 -4.070
F 6.125 -3.496 -2.896
F 6.619 -1.322 -2.161
H 3.819 -3.175 0.369
H 1.411 -2.693 -0.383
H 1.599 -4.432 0.188
H 1.089 -5.316 -2.010
H 1.829 -3.949 -2.988
H -0.931 -4.378 -2.744
H -0.783 -3.539 -1.113
H -1.424 -2.143 -3.553
H 0.425 -2.118 -3.701
H -0.961 -1.704 0.046
H -0.293 1.029 0.860
H 0.593 2.366 -1.624
H 0.421 0.396 -3.765
C 4.725 1.988 0.597
C 3.380 2.456 0.133
N 2.318 2.826 -0.234
H 5.040 1.122 0.009
H 5.459 2.787 0.476
H 4.677 1.705 1.649
C -4.048 2.546 0.047
C -2.959 2.514 1.077
N -2.102 2.485 1.891
H -4.970 2.926 0.486
H -3.757 3.193 -0.782
H -4.223 1.538 -0.332
C 3.765 1.976 5.380
C 3.364 1.237 4.138
N 3.049 0.655 3.157
H 2.974 1.900 6.128
H 4.683 1.548 5.787
H 3.935 3.028 5.147
C -7.716 1.404 -1.265
C -7.279 2.742 -0.747
N -6.934 3.812 -0.334
H -7.004 0.636 -0.959
H -8.700 1.156 -0.866
H -7.769 1.427 -2.355
C 8.655 -6.099 -0.493
C 9.497 -7.269 -0.912
N 10.160 -8.191 -1.242
H 8.384 -5.505 -1.367
H 7.745 -6.452 -0.006
H 9.212 -5.472 0.205
C -5.600 3.786 -3.696
C -4.759 2.606 -4.083
N -4.096 1.676 -4.388
H -5.864 4.362 -4.584
H -6.515 3.445 -3.208
H -5.048 4.427 -3.006
C -4.003 0.503 5.017
C -4.392 -0.246 3.778
N -4.697 -0.835 2.799
H -4.795 0.423 5.764
H -3.082 0.087 5.429
H -3.843 1.556 4.779
C -8.484 0.967 3.120
C -8.876 0.218 1.882
N -9.186 -0.373 0.905
H -9.275 0.887 3.867
H -7.563 0.549 3.529
H -8.324 2.020 2.881
C 1.870 6.084 1.182
C 2.742 6.531 2.318
N 3.429 6.884 3.214
H 1.729 6.905 0.477
H 2.337 5.244 0.663
H 0.897 5.770 1.562
```

## Properties
Net charge = -1
Highest occupied orbital energy = -4.6 eV
Orbital gap = 6.14 eV
Lowest unoccupied orbital energy = 1.57 eV
Strongest force on any atom = 7.52 eV/Å

These are the Löwdin partial charges, in e, on atoms 1 to 5: number 1, O, carries -0.004; number 2, N, carries -0.036; number 3, O, carries -0.096; number 4, B, carries -0.707; number 5, C, carries -0.152